No. 1
Formula: C3HAuO3
Source: the OMol25 dataset
Level of theory: wB97M-V/def2-TZVPD

Geometry (Å):
O1 0.13654 0.75181 0.87640
C1 0.73272 -0.48969 0.99033
H1 1.33707 -0.66905 1.87539
C2 0.60925 -1.42106 0.05493
O2 0.72088 -2.22766 -0.79021
C3 -0.13485 1.07508 -0.42240
O3 -1.35917 1.31714 -0.54890
Au1 -2.04243 1.66343 -2.03553

HOMO energy (alpha / beta) ... -11.60 / -15.18 eV
Orbital gap (alpha / beta) ... 5.220 / 6.317 eV
Charge ... +1
Total energy ... -475.6624 Eh
2S+1 ... 4

No. 2
Formula: C3HBr2NO
Source: the OMol25 dataset
Level of theory: wB97M-V/def2-TZVPD

Geometry (Å):
N1 0.25902 -1.82097 -1.58062
C1 0.39973 -0.96437 -0.83293
C2 0.94639 0.08987 -0.03059
Br1 1.58764 1.78105 -0.87675
C3 1.05801 0.03235 1.24737
O1 1.17101 -0.20820 2.40465
Br2 -2.74969 0.08540 -0.62826
H1 -2.67211 1.00487 0.29714

HOMO energy ... -10.07 eV
Orbital gap ... 8.535 eV
Charge ... 0
Total energy ... -5392.8648 Eh
2S+1 ... 1

No. 3
Formula: C3HBr3O2
Source: the OMol25 dataset
Level of theory: wB97M-V/def2-TZVPD

Geometry (Å):
C1 0.01201 -0.44944 -0.24282
C2 2.35303 -0.86482 -0.22494
C3 3.56331 -0.15177 0.25302
O1 -0.39469 -1.46520 0.17999
O2 1.28783 -0.12883 -0.53097
Br1 2.48809 -2.76277 -0.55002
Br2 5.11011 -1.17143 0.45536
Br3 3.67288 1.58315 0.96612
H1 -0.70461 0.35509 -0.39123

HOMO energy ... -8.86 eV
Orbital gap ... 8.888 eV
Charge ... 0
Total energy ... -7987.3692 Eh
2S+1 ... 1